Record 1
63
Properties=species:S:1:pos:R:3:forces:R:3 method="wB97M-V/def2-TZVPD" charge=+2 total_energy_ha=-2508.38693 molar_mass_g_mol=807.26 homo_lumo_gap_ev=4.947 e_above_lowest_kcal_mol=40.8 fmax_ev_per_a=4.7
W -2.059 0.416 1.737 -0.9 2.0 1.1
O -4.690 -2.618 2.347 0.4 1.5 -0.4
C -4.265 -1.505 2.270 0.9 -1.6 1.2
O -2.874 -1.223 2.300 -0.9 -0.2 -0.6
C -4.991 -0.217 2.397 -0.7 0.5 -0.3
C -6.287 0.005 2.842 0.4 0.5 -0.6
C -6.718 1.333 2.924 -0.4 1.3 1.3
C -5.834 2.441 2.805 0.6 -3.0 -0.6
C -4.547 2.075 2.409 -1.4 -0.4 -0.8
N -4.212 0.814 2.096 0.7 0.6 0.9
C -3.438 3.014 2.259 1.8 -0.5 0.2
O -3.440 4.113 2.676 0.0 0.9 -0.1
O -2.320 2.379 1.755 -0.2 -1.1 0.1
H -6.930 -0.809 3.110 -0.2 -0.3 0.0
H -7.737 1.562 3.294 0.6 -0.4 -0.5
H -6.075 3.452 3.004 -0.3 0.7 0.2
O -4.255 -6.887 -5.637 -0.9 -0.8 0.3
C -3.263 -6.419 -5.848 0.6 1.2 -0.3
O -1.885 0.145 0.118 0.1 -0.2 -1.1
C -2.102 -5.750 -6.147 0.9 -0.1 0.2
C -1.774 -5.696 -7.532 0.9 0.0 0.8
C -0.466 -5.316 -7.895 -3.4 -1.1 -0.9
C 0.406 -5.098 -6.919 0.6 0.7 1.9
O 1.641 -4.714 -7.155 0.7 0.1 2.2
C 2.163 -4.333 -5.812 -0.9 0.6 0.2
O 1.205 -4.835 -4.794 0.0 0.4 -2.0
C 0.077 -5.124 -5.520 0.4 0.1 0.6
C -1.179 -5.398 -5.057 0.1 -0.4 -2.1
H -2.537 -6.002 -8.239 0.2 0.2 -0.2
H -0.174 -5.230 -8.902 0.2 0.0 -1.1
H 2.173 -3.215 -5.782 0.1 -1.0 0.0
H 3.112 -4.809 -5.634 0.3 0.0 -0.1
H -1.520 -5.407 -4.043 0.2 0.0 0.4
C 0.065 -1.254 4.208 0.6 0.2 0.5
C 0.167 0.197 3.786 -0.4 -0.5 -1.0
O -0.343 0.250 2.426 0.0 0.3 0.6
C -0.785 1.011 4.687 -0.9 0.9 -0.8
F -1.055 0.611 5.893 0.9 -0.3 0.5
F -2.087 0.859 4.071 0.1 0.1 -0.1
F -0.528 2.289 4.665 -0.1 0.2 0.1
C 1.636 0.691 3.720 0.0 2.6 1.1
F 2.140 0.379 4.905 0.6 -1.0 0.7
F 2.266 0.161 2.731 0.5 -1.5 -0.8
F 1.890 2.025 3.629 -1.3 -0.5 -0.1
H -0.907 -1.550 3.913 -1.0 -0.7 -0.6
H 0.024 -1.356 5.294 0.8 -0.1 -0.1
H 0.824 -1.850 3.701 -0.1 -0.1 0.3
N 2.301 2.494 0.856 0.3 0.0 -1.0
C 3.381 2.868 0.635 0.0 0.5 1.5
N 4.601 3.395 0.765 -0.1 -1.3 -0.4
C 4.851 4.704 1.238 -4.0 2.0 1.3
C 5.151 5.752 0.181 0.7 -1.9 0.0
O 6.288 5.259 -0.533 -0.2 1.9 -0.1
C 5.996 4.095 -1.165 0.0 -4.4 1.7
C 5.732 2.913 0.035 -0.8 1.1 -2.7
H 5.533 4.663 2.076 0.5 0.2 -0.1
H 3.844 5.017 1.637 1.0 0.0 0.2
H 5.436 6.621 0.702 0.4 1.3 0.3
H 4.294 5.967 -0.479 0.2 -0.3 0.1
H 6.919 3.672 -1.550 -0.1 0.5 -1.1
H 5.090 4.084 -1.801 0.6 0.3 -0.1
H 6.616 2.998 0.645 0.3 -0.4 0.4
H 5.456 1.895 -0.299 0.9 0.5 -0.2



Record 2
64
Properties=species:S:1:pos:R:3:forces:R:3 method="wB97M-V/def2-TZVPD" charge=-1 total_energy_ha=-3229.38801 molar_mass_g_mol=771.99 homo_lumo_gap_ev=5.013 e_above_lowest_kcal_mol=55.5 fmax_ev_per_a=1.5
Pd 1.368 -1.358 0.666 0.2 1.0 -0.7
O -2.932 -1.372 -5.405 0.1 0.0 -0.1
C -3.539 -1.473 -4.129 -0.2 0.0 0.1
C -2.491 -1.581 -3.054 0.1 0.0 -0.1
C -2.826 -2.031 -1.783 0.0 0.1 -0.1
C -1.828 -2.095 -0.821 -0.2 0.1 0.0
N -0.591 -1.688 -1.039 -0.1 -0.2 -0.2
C -0.258 -1.250 -2.249 -0.3 -0.1 0.1
C -1.176 -1.219 -3.299 0.0 0.1 0.0
C 1.140 -0.782 -2.399 0.3 0.1 -0.1
C 1.493 0.165 -3.354 0.0 -0.1 0.0
C 2.816 0.577 -3.460 0.1 -0.1 0.0
C 3.237 1.519 -4.558 0.1 0.0 0.0
O 2.869 1.042 -5.848 -0.1 0.0 -0.1
C 3.738 0.027 -2.576 -0.1 0.1 -0.2
C 3.307 -0.919 -1.659 0.1 -0.1 0.0
N 2.042 -1.319 -1.560 -0.2 0.0 -0.1
H -3.609 -1.188 -6.059 0.0 0.0 0.0
H -4.205 -2.344 -4.081 0.1 0.0 0.0
H -4.149 -0.582 -3.930 0.0 0.0 0.0
H -3.843 -2.326 -1.552 0.0 -0.1 0.0
H -2.025 -2.471 0.178 0.0 0.0 0.0
H -0.882 -0.935 -4.299 0.0 0.1 0.0
H 0.753 0.573 -4.030 0.0 0.0 0.0
H 4.321 1.682 -4.511 -0.1 0.0 0.1
H 2.745 2.489 -4.462 0.0 0.0 0.0
H 3.144 0.121 -5.915 0.0 0.0 0.0
H 4.784 0.301 -2.632 0.0 0.0 0.0
H 4.010 -1.411 -0.996 0.0 0.0 0.0
N -5.637 4.632 5.828 0.1 0.0 0.0
C -4.787 4.173 5.203 -0.3 0.1 0.3
C -3.751 3.626 4.393 0.5 -0.2 -0.4
C -2.915 4.478 3.670 -0.2 -0.1 0.2
C -1.956 3.964 2.824 0.2 -0.1 -0.1
C -1.796 2.583 2.685 -0.4 0.1 0.2
C -2.605 1.732 3.444 0.2 -0.1 -0.1
C -3.572 2.245 4.281 -0.2 0.2 0.1
N -0.884 2.058 1.770 0.1 -0.1 -0.1
C 0.158 2.730 1.157 0.3 0.1 -0.1
C 0.713 1.852 0.284 -0.1 0.1 0.2
N 0.031 0.658 0.320 0.1 0.3 0.0
C -0.901 0.801 1.214 0.1 0.0 -0.2
H -3.037 5.548 3.769 0.0 0.0 0.0
H -1.338 4.644 2.256 0.0 0.0 -0.1
H -2.461 0.663 3.384 0.0 0.0 0.0
H -4.202 1.581 4.856 0.0 0.0 0.0
H 0.450 3.727 1.430 0.0 0.0 0.1
H 1.573 1.981 -0.352 0.0 0.0 0.0
H -1.626 0.043 1.458 0.0 0.0 0.1
F 2.560 -3.746 -0.020 0.0 -0.2 0.1
C 1.447 -4.190 0.574 0.5 -0.4 -0.1
F 1.668 -5.498 0.816 -0.1 0.0 0.1
F 0.458 -4.135 -0.321 -0.2 0.0 0.3
S 1.059 -3.340 2.237 0.1 -1.5 -0.5
O -0.140 -2.538 2.139 -0.3 0.0 0.2
O 0.919 -4.482 3.100 0.0 0.0 0.3
N 2.504 -2.666 2.425 -0.2 0.9 0.3
S 2.707 -1.661 3.632 0.5 0.1 0.6
O 1.539 -1.471 4.444 -0.2 0.1 0.0
O 3.951 -1.911 4.300 0.2 -0.3 -0.2
C 3.049 0.083 2.993 -0.1 0.2 -0.1
F 3.862 0.724 3.853 0.0 -0.3 0.1
F 3.635 0.184 1.791 -0.1 -0.2 0.1
F 1.911 0.779 2.980 -0.2 0.1 -0.2



Record 3
52
Properties=species:S:1:pos:R:3:forces:R:3 method="wB97M-V/def2-TZVPD" charge=-1 multiplicity=2 total_energy_ha=-2511.40948 molar_mass_g_mol=675.14 homo_lumo_gap_ev="6.852 / 4.458" e_above_lowest_kcal_mol=9.4 fmax_ev_per_a=0.5 s_squared=0.76
Hg -0.656 -2.510 0.262 0.0 -0.2 0.0
N 0.416 1.617 -0.102 0.1 -0.2 -0.2
C 0.511 2.148 -1.358 -0.1 0.1 0.3
C 1.300 3.290 -1.554 0.0 0.1 -0.1
C 1.319 3.940 -2.770 0.0 0.0 0.0
C 0.540 3.482 -3.827 0.0 0.0 0.0
C -0.226 2.343 -3.642 0.1 -0.1 -0.1
C -0.236 1.643 -2.438 -0.1 0.0 -0.1
P -1.083 0.041 -2.209 0.0 0.0 0.0
C -1.669 -0.319 -3.907 0.0 0.1 0.0
C -0.732 -0.839 -4.799 0.0 -0.1 0.0
C -1.078 -1.128 -6.107 -0.1 0.0 0.0
C -2.382 -0.922 -6.541 0.0 0.0 0.0
C -3.326 -0.422 -5.657 0.0 0.0 0.0
C -2.971 -0.119 -4.350 -0.1 0.1 0.1
C -2.607 0.492 -1.316 0.0 0.0 0.0
C -2.844 1.764 -0.810 0.0 0.0 -0.1
C -3.956 2.008 -0.016 0.0 0.0 0.0
C -4.840 0.986 0.285 0.0 -0.1 0.0
C -4.610 -0.291 -0.213 0.0 0.1 0.0
C -3.500 -0.535 -1.002 0.1 -0.1 0.0
H 1.112 1.859 0.579 0.0 0.0 0.1
H -0.143 0.804 0.121 0.0 0.1 0.1
H 1.874 3.676 -0.721 0.0 0.0 0.0
H 1.934 4.824 -2.889 0.0 0.0 0.0
H 0.535 3.996 -4.777 0.0 0.0 0.0
H -0.817 1.967 -4.468 0.0 0.0 0.0
H 0.281 -1.019 -4.460 0.0 0.0 0.0
H -0.336 -1.526 -6.786 0.0 0.0 0.0
H -2.660 -1.154 -7.560 0.0 0.0 0.0
H -4.344 -0.262 -5.985 -0.1 0.0 0.0
H -3.713 0.281 -3.671 0.0 0.0 0.0
H -2.151 2.569 -1.020 0.0 0.0 0.0
H -4.115 2.998 0.392 0.0 0.0 0.0
H -5.684 1.162 0.935 0.0 0.0 0.1
H -5.277 -1.099 0.055 0.0 0.0 0.0
H -3.308 -1.542 -1.356 0.0 0.0 0.0
N -1.311 0.054 1.797 0.1 0.1 0.0
C -2.147 0.225 2.580 -0.1 -0.1 0.0
C -3.159 0.417 3.532 0.1 0.0 -0.1
C -3.000 1.395 4.533 0.0 -0.1 -0.1
N -2.858 2.196 5.352 0.0 0.2 0.2
C -4.333 -0.356 3.469 0.1 0.0 0.0
N -5.293 -0.995 3.407 -0.2 -0.1 0.0
C 3.990 -1.890 2.362 0.1 0.1 0.2
O 3.711 -3.185 1.815 0.0 0.0 -0.1
C 3.206 -3.203 0.605 -0.2 -0.4 0.0
S 2.703 -4.617 -0.128 0.1 -0.1 0.0
S 2.871 -1.937 -0.397 0.0 0.3 -0.2
H 4.528 -2.083 3.284 0.0 0.1 0.0
H 3.055 -1.367 2.562 0.0 0.0 0.0
H 4.603 -1.310 1.671 0.0 0.0 0.1



Record 4
51
Properties=species:S:1:pos:R:3:forces:R:3 method="wB97M-V/def2-TZVPD" charge=+1 multiplicity=2 total_energy_ha=-2580.49014 molar_mass_g_mol=855.58 homo_lumo_gap_ev="6.150 / 6.201" e_above_lowest_kcal_mol=0.0 fmax_ev_per_a=1.0 s_squared=0.77
Re -0.122 -0.033 -0.342 -0.6 0.5 0.3
C -0.288 -1.181 3.945 0.1 0.0 0.1
C -0.693 -1.004 2.518 -0.2 -0.1 -0.2
N 0.048 -0.269 1.717 -0.3 -0.3 0.1
N 1.098 0.337 2.393 0.5 0.4 0.0
C 1.987 0.905 1.671 -0.3 -0.1 0.2
S 1.920 0.835 -0.103 0.7 -0.4 -0.1
S 3.384 1.566 2.471 0.0 0.0 0.0
C 3.689 3.065 1.475 0.1 0.0 0.0
C 2.748 4.180 1.825 -0.1 0.1 0.0
C 1.473 4.240 1.266 0.1 0.0 0.0
C 0.592 5.244 1.635 0.0 0.0 0.0
C 0.976 6.201 2.563 0.0 0.0 0.0
C 2.247 6.154 3.116 0.0 0.0 0.0
C 3.126 5.147 2.751 0.0 -0.1 0.0
C -1.890 -1.685 2.043 0.0 0.0 -0.4
C -2.841 -2.158 2.965 0.0 0.0 0.0
C -3.962 -2.845 2.562 0.0 0.0 0.1
C -4.164 -3.113 1.211 0.0 0.0 -0.1
C -3.261 -2.664 0.272 0.1 0.1 0.1
C -2.138 -1.938 0.676 -0.4 0.0 0.4
O -1.349 -1.484 -0.305 0.7 -0.5 -0.4
H 0.793 -1.240 4.028 -0.1 0.0 0.0
H -0.734 -2.073 4.367 0.0 0.0 0.0
H -0.596 -0.309 4.527 0.0 0.0 0.0
H 3.669 2.812 0.416 0.0 0.0 0.0
H 4.717 3.327 1.724 0.0 0.0 0.0
H 1.166 3.503 0.531 0.0 0.0 0.0
H -0.395 5.284 1.196 -0.1 0.0 0.0
H 0.288 6.982 2.853 0.0 0.0 0.0
H 2.556 6.904 3.831 0.0 0.0 0.0
H 4.115 5.111 3.189 0.0 0.0 0.0
H -2.712 -1.952 4.016 0.0 0.0 0.0
H -4.677 -3.184 3.297 0.0 0.0 0.0
H -5.036 -3.667 0.892 0.0 0.0 0.0
H -3.402 -2.842 -0.784 0.0 0.0 0.0
C -1.175 1.560 -0.276 -0.2 0.4 -0.1
C -1.819 2.601 -0.215 0.2 -0.3 0.0
C -2.556 3.802 -0.155 -0.2 0.3 0.0
C -2.346 4.797 -1.120 0.0 -0.1 0.0
C -3.054 5.981 -1.047 0.0 0.0 0.0
C -3.978 6.177 -0.028 0.0 0.0 0.0
C -4.196 5.190 0.927 0.0 0.0 0.0
C -3.487 4.006 0.873 0.1 0.0 0.0
H -1.627 4.631 -1.910 0.0 0.0 0.0
H -2.891 6.751 -1.787 0.0 0.0 0.0
H -4.533 7.104 0.022 0.0 0.0 0.0
H -4.918 5.349 1.715 0.0 0.0 0.0
H -3.640 3.234 1.614 0.0 0.0 0.0
I 0.205 -0.143 -2.992 -0.1 0.1 -0.1
I -2.093 0.170 -4.330 0.0 0.0 0.1